Entry 1:
{"formula": "C45H72ClF21N7O17P2S2", "method": "ωB97M-V/def2-TZVPD", "elements": ["C", "C", "C", "N", "C", "N", "C", "C", "N", "N", "N", "P", "O", "N", "C", "C", "C", "S", "C", "S", "N", "C", "C", "O", "C", "C", "P", "O", "C", "Cl", "C", "C", "H", "H", "H", "H", "H", "H", "H", "H", "H", "H", "H", "H", "H", "H", "H", "H", "H", "H", "H", "H", "H", "H", "H", "H", "H", "H", "H", "H", "H", "H", "H", "H", "H", "H", "H", "H", "H", "C", "C", "O", "C", "O", "C", "F", "F", "F", "H", "H", "H", "H", "H", "C", "C", "O", "C", "O", "C", "F", "F", "F", "H", "H", "H", "H", "H", "C", "C", "O", "C", "O", "C", "F", "F", "F", "H", "H", "H", "H", "H", "C", "C", "O", "C", "O", "C", "F", "F", "F", "H", "H", "H", "H", "H", "C", "C", "O", "C", "O", "C", "F", "F", "F", "H", "H", "H", "H", "H", "C", "C", "O", "C", "O", "C", "F", "F", "F", "H", "H", "H", "H", "H", "C", "C", "O", "C", "O", "C", "F", "F", "F", "H", "H", "H", "H", "H"], "coordinates": [[1.83, -0.86, 3.84], [1.24, -2.03, 3.70], [-0.08, -2.35, 4.35], [-1.02, -3.16, 3.52], [-0.41, -4.03, 2.62], [-0.52, -3.90, 1.23], [-0.06, -2.67, 0.55], [-0.93, -1.38, 0.46], [-0.25, -0.19, 1.01], [-1.15, -1.16, -0.99], [-2.22, -1.46, 1.11], [-1.85, -4.76, 0.59], [-2.13, -5.90, 1.49], [0.30, -5.05, 3.03], [0.97, -5.96, 2.07], [2.25, -5.32, 1.51], [3.20, -6.45, 1.07], [4.57, -5.90, 0.01], [4.61, -4.11, 0.31], [5.22, -3.53, 1.70], [4.10, -3.35, -0.75], [3.56, -2.05, -0.30], [2.75, -1.46, -1.51], [3.05, -2.19, -2.68], [4.45, -2.19, -2.86], [5.11, -3.11, -1.79], [0.60, -5.47, 4.71], [1.94, -5.00, 5.08], [-2.24, -3.65, 4.16], [-3.69, -3.38, 3.09], [-2.55, -3.02, 5.52], [-3.90, -3.50, 6.09], [2.72, -0.63, 3.26], [1.46, -0.10, 4.52], [1.77, -2.79, 3.12], [-0.56, -1.40, 4.62], [0.14, -2.84, 5.30], [0.91, -2.41, 0.96], [0.14, -2.97, -0.48], [-0.54, -0.05, 1.97], [0.75, -0.30, 1.00], [-1.92, -0.52, -1.12], [-0.34, -0.64, -1.34], [-2.91, -1.74, 0.43], [-2.51, -0.52, 1.38], [-1.42, -5.20, -0.67], [-2.96, -3.93, 0.40], [1.28, -6.84, 2.63], [0.27, -6.32, 1.31], [2.04, -4.64, 0.69], [2.73, -4.83, 2.35], [3.61, -6.94, 1.95], [2.64, -7.18, 0.49], [2.92, -2.24, 0.56], [4.36, -1.36, -0.05], [1.68, -1.53, -1.34], [3.07, -0.42, -1.63], [4.83, -1.17, -2.70], [4.68, -2.51, -3.87], [6.02, -2.66, -1.39], [5.40, -4.04, -2.28], [-0.41, -4.92, 5.50], [0.51, -6.87, 4.70], [-2.23, -4.73, 4.29], [-1.79, -3.38, 6.22], [-2.46, -1.94, 5.51], [-4.18, -4.47, 5.68], [-3.81, -3.59, 7.16], [-4.65, -2.75, 5.85], [-1.13, 0.61, -7.27], [-1.19, 1.73, -6.25], [-2.34, 1.58, -5.39], [-2.22, 0.73, -4.39], [-1.26, 0.07, -4.11], [-3.53, 0.75, -3.56], [-4.60, 0.71, -4.35], [-3.59, 1.87, -2.83], [-3.60, -0.28, -2.72], [-2.07, 0.57, -7.84], [-0.31, 0.78, -7.97], [-0.99, -0.36, -6.80], [-1.33, 2.69, -6.74], [-0.29, 1.78, -5.65], [8.55, 4.35, -2.49], [7.95, 3.54, -3.61], [8.20, 2.13, -3.42], [7.39, 1.51, -2.58], [6.47, 1.97, -1.98], [7.76, 0.02, -2.51], [9.08, -0.17, -2.40], [7.35, -0.62, -3.62], [7.17, -0.56, -1.46], [9.61, 4.14, -2.39], [8.42, 5.42, -2.68], [8.07, 4.12, -1.54], [8.41, 3.79, -4.56], [6.88, 3.71, -3.71], [-4.80, 3.14, -0.36], [-3.55, 3.90, 0.00], [-3.80, 5.31, 0.10], [-4.33, 5.74, 1.24], [-4.61, 5.08, 2.20], [-4.49, 7.27, 1.18], [-5.02, 7.65, 0.01], [-3.28, 7.85, 1.32], [-5.27, 7.71, 2.15], [-5.23, 3.53, -1.28], [-4.57, 2.09, -0.51], [-5.56, 3.22, 0.42], [-2.80, 3.80, -0.78], [-3.11, 3.54, 0.93], [10.17, 1.66, 4.10], [9.31, 1.51, 2.87], [8.58, 2.73, 2.59], [9.26, 3.67, 1.94], [10.40, 3.61, 1.57], [8.35, 4.88, 1.67], [7.64, 5.21, 2.75], [7.49, 4.59, 0.68], [9.06, 5.94, 1.31], [9.57, 1.98, 4.95], [10.65, 0.71, 4.34], [10.95, 2.40, 3.94], [8.54, 0.76, 3.03], [9.89, 1.22, 2.00], [-2.67, 8.67, -1.32], [-2.20, 9.66, -2.35], [-1.00, 9.20, -3.01], [-1.18, 8.32, -3.99], [-2.22, 7.88, -4.38], [0.18, 7.96, -4.61], [1.10, 7.72, -3.67], [0.62, 8.96, -5.38], [0.07, 6.87, -5.37], [-1.87, 8.45, -0.62], [-3.52, 9.07, -0.77], [-2.97, 7.73, -1.79], [-1.92, 10.60, -1.88], [-2.97, 9.88, -3.09], [-8.13, -0.96, 10.10], [-7.23, -1.96, 10.80], [-7.35, -3.27, 10.21], [-6.65, -3.49, 9.12], [-5.92, -2.72, 8.56], [-6.86, -4.94, 8.65], [-8.15, -5.29, 8.68], [-6.18, -5.78, 9.44], [-6.41, -5.10, 7.40], [-9.16, -1.31, 10.10], [-8.08, 0.00, 10.61], [-7.82, -0.82, 9.07], [-7.54, -2.08, 11.84], [-6.19, -1.65, 10.80], [-5.66, -3.44, -10.10], [-6.56, -2.27, -10.43], [-6.18, -1.09, -9.69], [-5.17, -0.39, -10.18], [-4.54, -0.64, -11.16], [-4.93, 0.85, -9.30], [-4.95, 0.54, -8.00], [-5.88, 1.77, -9.52], [-3.75, 1.40, -9.58], [-5.66, -3.62, -9.02], [-6.01, -4.33, -10.61], [-4.64, -3.24, -10.41], [-7.59, -2.48, -10.14], [-6.56, -2.05, -11.50]], "e_lumo_ev": -4.19, "multiplicity": 1, "orbital_gap_ev": 6.34, "total_charge": 1}

***

Entry 2:
{"formula": "C45H72ClFeGeN4O4P3S3", "method": "ωB97M-V/def2-TZVPD", "elements": ["Fe", "C", "C", "C", "P", "C", "N", "Ge", "N", "C", "P", "C", "C", "C", "C", "C", "C", "C", "C", "C", "C", "C", "C", "N", "C", "C", "C", "C", "C", "C", "C", "C", "C", "C", "C", "C", "N", "C", "P", "C", "C", "C", "C", "C", "C", "C", "C", "C", "H", "H", "H", "H", "H", "H", "H", "H", "H", "H", "H", "H", "H", "H", "H", "H", "H", "H", "H", "H", "H", "H", "H", "H", "H", "H", "H", "H", "H", "H", "H", "H", "H", "H", "H", "H", "H", "H", "H", "H", "H", "H", "H", "H", "H", "H", "H", "H", "H", "H", "H", "H", "H", "H", "H", "H", "H", "H", "H", "H", "C", "C", "S", "C", "C", "S", "C", "C", "S", "H", "H", "H", "H", "H", "H", "H", "H", "H", "H", "H", "H", "O", "Cl", "O", "O", "O"], "coordinates": [[0.82, 0.95, -1.02], [2.76, 4.54, 1.00], [1.28, 4.35, 1.31], [0.88, 5.18, 2.53], [0.77, 2.52, 1.31], [-1.05, 2.89, 1.39], [-1.96, 1.84, 1.03], [-1.36, 0.16, -0.08], [-2.22, -1.46, 0.71], [-1.29, -2.45, 1.19], [0.08, -1.55, 2.06], [-0.63, -1.53, 3.81], [-0.83, -2.88, 4.50], [-1.95, -0.78, 3.75], [1.49, -2.80, 2.03], [1.14, -4.29, 2.04], [2.49, -2.46, 3.13], [-3.44, -1.84, 0.27], [-4.02, -3.11, 0.43], [-5.23, -3.41, -0.14], [-5.90, -2.48, -0.92], [-5.35, -1.22, -1.10], [-4.17, -0.89, -0.47], [-3.60, 0.43, -0.53], [-4.18, 1.30, 0.45], [-5.54, 1.40, 0.65], [-6.05, 2.38, 1.48], [-5.18, 3.26, 2.11], [-3.82, 3.14, 1.95], [-3.27, 2.12, 1.15], [-3.63, 0.92, -1.86], [-4.42, 1.94, -2.33], [-4.47, 2.19, -3.70], [-3.75, 1.39, -4.58], [-2.92, 0.40, -4.12], [-2.79, 0.18, -2.74], [-1.92, -0.62, -2.12], [-1.16, -1.61, -2.77], [0.69, -1.28, -2.70], [1.33, -3.04, -3.04], [1.79, -3.63, -1.71], [0.38, -4.02, -3.73], [1.10, -0.45, -4.33], [0.73, 1.03, -4.20], [0.53, -1.04, -5.62], [1.09, 1.83, 3.06], [0.10, 2.17, 4.16], [2.50, 2.13, 3.56], [3.00, 5.60, 1.06], [2.98, 4.21, 0.00], [3.39, 4.02, 1.72], [0.72, 4.74, 0.45], [1.47, 4.91, 3.41], [-0.17, 5.11, 2.76], [1.10, 6.22, 2.30], [-1.21, 3.75, 0.73], [-1.25, 3.22, 2.42], [-0.87, -3.00, 0.34], [-1.77, -3.16, 1.87], [0.09, -0.95, 4.39], [-1.45, -3.54, 3.91], [-1.34, -2.70, 5.45], [0.11, -3.38, 4.72], [-2.74, -1.43, 3.38], [-1.89, 0.08, 3.08], [-2.24, -0.43, 4.74], [1.96, -2.57, 1.07], [0.73, -4.60, 2.99], [2.04, -4.87, 1.85], [0.42, -4.55, 1.26], [2.10, -2.69, 4.11], [2.75, -1.41, 3.09], [3.40, -3.05, 3.00], [-3.51, -3.87, 1.00], [-5.66, -4.39, 0.02], [-6.84, -2.73, -1.38], [-5.84, -0.49, -1.73], [-6.21, 0.73, 0.13], [-7.12, 2.47, 1.62], [-5.58, 4.05, 2.73], [-3.18, 3.84, 2.46], [-5.02, 2.53, -1.65], [-5.10, 2.98, -4.08], [-3.82, 1.57, -5.64], [-2.35, -0.19, -4.82], [-1.47, -1.79, -3.80], [-1.29, -2.54, -2.20], [2.21, -2.90, -3.68], [0.93, -3.81, -1.06], [2.45, -2.94, -1.21], [2.30, -4.58, -1.85], [-0.41, -4.34, -3.06], [0.94, -4.90, -4.03], [-0.08, -3.60, -4.62], [2.19, -0.52, -4.38], [-0.33, 1.16, -4.00], [0.97, 1.57, -5.11], [1.31, 1.49, -3.39], [-0.56, -1.03, -5.62], [0.87, -2.05, -5.79], [0.86, -0.43, -6.45], [1.02, 0.74, 2.88], [0.10, 3.24, 4.39], [0.40, 1.65, 5.07], [-0.92, 1.86, 3.93], [2.58, 3.15, 3.93], [3.24, 1.98, 2.78], [2.74, 1.46, 4.39], [5.95, -1.54, 1.34], [5.37, -0.20, 1.75], [3.73, 0.15, 1.01], [4.11, 1.60, -0.01], [4.77, 1.26, -1.32], [3.65, 0.24, -2.33], [4.63, -1.30, -2.50], [4.88, -2.07, -1.22], [6.47, -1.59, -0.41], [5.25, -2.36, 1.51], [6.87, -1.73, 1.90], [6.04, 0.61, 1.46], [5.24, -0.18, 2.83], [4.73, 2.28, 0.58], [3.13, 2.06, -0.21], [5.70, 0.70, -1.19], [4.96, 2.17, -1.88], [5.57, -1.03, -2.98], [4.04, -1.90, -3.19], [4.96, -3.14, -1.43], [4.09, -1.90, -0.49], [-0.78, 4.48, -1.28], [-0.24, 3.47, -2.09], [1.12, 3.18, -1.67], [-0.28, 3.79, -3.45], [-0.95, 2.23, -1.85]], "e_lumo_ev": [-2.07, -4.44], "multiplicity": 6, "orbital_gap_ev": [7.27, 4.89], "relative_energy_kcal_mol": 12.2, "total_charge": 1}

***

Entry 3:
{"formula": "C45H78BFN11O10PS2", "method": "ωB97M-V/def2-TZVPD", "elements": ["C", "C", "O", "B", "O", "C", "C", "C", "F", "C", "P", "S", "C", "C", "N", "C", "N", "C", "C", "C", "C", "C", "C", "C", "C", "N", "C", "C", "C", "C", "S", "H", "H", "H", "H", "H", "H", "H", "H", "H", "H", "H", "H", "H", "H", "H", "H", "H", "H", "H", "H", "H", "H", "C", "N", "C", "C", "O", "H", "H", "H", "H", "H", "H", "H", "C", "N", "C", "C", "O", "H", "H", "H", "H", "H", "H", "H", "C", "N", "C", "C", "O", "H", "H", "H", "H", "H", "H", "H", "C", "N", "C", "C", "O", "H", "H", "H", "H", "H", "H", "H", "C", "N", "C", "C", "O", "H", "H", "H", "H", "H", "H", "H", "C", "N", "C", "C", "O", "H", "H", "H", "H", "H", "H", "H", "C", "N", "C", "C", "O", "H", "H", "H", "H", "H", "H", "H", "C", "N", "C", "C", "O", "H", "H", "H", "H", "H", "H", "H"], "coordinates": [[0.48, -4.35, 3.50], [1.56, -4.39, 2.36], [2.55, -3.36, 2.51], [3.06, -2.94, 1.27], [4.45, -3.14, 1.02], [2.18, -2.20, 0.14], [2.66, -2.35, -1.24], [1.99, -1.75, -2.38], [2.45, -1.88, -3.68], [0.81, -0.94, -2.13], [-0.05, -0.17, -3.61], [1.09, 1.20, -4.38], [0.33, -0.76, -0.74], [0.96, -1.38, 0.42], [0.57, -1.26, 1.81], [1.41, -0.12, 2.42], [1.88, -0.48, 3.76], [3.36, -0.53, 3.88], [-0.81, -0.88, 2.03], [-1.39, -1.26, 3.34], [-2.76, -0.91, 3.72], [-3.63, -0.15, 2.82], [-5.05, 0.31, 3.13], [-6.09, -0.66, 3.56], [-7.43, -0.13, 3.80], [-7.85, 1.15, 3.66], [-6.86, 2.03, 3.30], [-5.47, 1.72, 3.01], [-3.06, 0.19, 1.51], [-1.70, -0.16, 1.12], [-1.14, 0.32, -0.52], [0.60, -3.38, 4.04], [0.57, -5.17, 4.25], [-0.53, -4.34, 3.02], [1.01, -4.34, 1.37], [2.14, -5.37, 2.35], [4.59, -4.00, 0.58], [3.59, -2.94, -1.45], [-0.32, -1.26, -4.49], [-1.30, 0.39, -3.23], [2.22, 0.10, 1.68], [0.69, 0.74, 2.54], [1.45, -1.34, 4.09], [3.75, -1.52, 4.22], [3.65, 0.25, 4.64], [3.91, -0.25, 2.94], [-0.82, -1.83, 4.10], [-3.15, -1.22, 4.73], [-5.77, -1.72, 3.68], [-8.20, -0.88, 4.11], [-7.17, 3.12, 3.19], [-4.76, 2.54, 2.72], [-3.72, 0.74, 0.80], [4.59, 4.42, -2.66], [3.32, 4.73, -2.04], [2.16, 3.91, -2.38], [3.17, 5.76, -1.17], [2.13, 6.07, -0.63], [4.50, 4.49, -3.74], [4.88, 3.40, -2.39], [5.37, 5.11, -2.32], [1.39, 4.55, -2.81], [1.77, 3.46, -1.46], [2.44, 3.13, -3.08], [4.11, 6.31, -0.99], [-5.52, 2.67, -5.71], [-4.44, 1.95, -5.06], [-3.28, 2.69, -4.59], [-4.48, 0.61, -4.87], [-3.61, -0.05, -4.33], [-5.13, 3.17, -6.60], [-5.92, 3.41, -5.03], [-6.31, 1.99, -6.01], [-2.39, 2.31, -5.08], [-3.18, 2.55, -3.51], [-3.40, 3.75, -4.81], [-5.40, 0.14, -5.27], [7.85, -2.63, 7.43], [6.70, -2.32, 6.60], [6.92, -1.84, 5.24], [5.43, -2.45, 7.05], [4.43, -2.20, 6.40], [8.47, -1.74, 7.54], [8.43, -3.42, 6.95], [7.53, -2.97, 8.41], [6.47, -0.85, 5.13], [6.44, -2.53, 4.54], [7.99, -1.79, 5.03], [5.37, -2.81, 8.09], [3.18, -1.42, -6.38], [3.08, -2.02, -7.70], [3.64, -1.31, -8.84], [2.49, -3.22, -7.91], [2.38, -3.77, -8.99], [2.67, -0.46, -6.39], [4.24, -1.27, -6.13], [2.73, -2.06, -5.64], [2.85, -1.12, -9.57], [4.40, -1.94, -9.31], [4.08, -0.37, -8.52], [2.10, -3.67, -6.98], [1.99, -9.45, 0.55], [3.19, -8.67, 0.76], [4.42, -9.36, 1.11], [3.21, -7.33, 0.65], [4.18, -6.61, 0.81], [1.75, -10.00, 1.46], [2.16, -10.16, -0.27], [1.15, -8.81, 0.29], [4.77, -8.99, 2.08], [5.18, -9.14, 0.36], [4.25, -10.43, 1.17], [2.22, -6.91, 0.38], [-7.01, 7.31, 5.88], [-6.25, 6.61, 4.86], [-4.81, 6.82, 4.79], [-6.83, 5.76, 3.99], [-6.25, 5.14, 3.12], [-6.89, 8.39, 5.73], [-6.63, 7.04, 6.86], [-8.07, 7.06, 5.81], [-4.56, 7.21, 3.80], [-4.30, 5.87, 4.93], [-4.49, 7.53, 5.55], [-7.92, 5.67, 4.13], [-12.64, 6.03, 2.39], [-11.28, 6.54, 2.48], [-10.20, 5.76, 1.91], [-11.00, 7.73, 3.07], [-9.89, 8.21, 3.18], [-12.69, 5.06, 2.90], [-12.90, 5.89, 1.34], [-13.34, 6.71, 2.85], [-9.48, 5.53, 2.70], [-9.69, 6.35, 1.15], [-10.57, 4.84, 1.48], [-11.90, 8.24, 3.46], [9.08, -1.94, -7.72], [7.80, -1.63, -7.11], [6.64, -2.43, -7.46], [7.65, -0.61, -6.23], [6.60, -0.30, -5.69], [8.99, -1.85, -8.81], [9.36, -2.96, -7.46], [9.85, -1.25, -7.37], [5.87, -1.79, -7.89], [6.24, -2.89, -6.55], [6.91, -3.21, -8.17], [8.58, -0.06, -6.04]], "e_lumo_ev": -0.19, "multiplicity": 1, "orbital_gap_ev": 7.60, "total_charge": 0}